# 1
19
Properties=species:S:1:pos:R:3:forces:R:3:nbo_charge:R:1 method="wB97M-V/def2-TZVPD" total_energy_ha=-327.929297 de_lowest_kcal_mol=99.57 smiles="C=C1CNCC(=C)C1" orbital_gap_ev=9.4 e_homo_ev=-8.45
C -2.2900 -1.2025 -0.3747 4.672 2.018 1.638 -0.420
C -1.2472 -0.3607 0.0735 -3.261 -5.435 -0.018 0.038
C -1.3641 1.0304 0.0957 0.837 4.925 -3.099 -0.291
C 1.1918 1.2108 -0.2954 -0.682 -0.120 -0.071 -0.268
C 1.2114 -0.3425 -0.0777 3.852 -1.902 1.488 -0.009
C 2.3713 -1.1425 -0.1301 0.234 3.541 -1.434 -0.380
C 0.0221 -0.8890 0.7263 -1.666 -1.624 0.068 -0.483
H -3.2144 -1.0693 -0.8394 -1.232 1.244 -0.515 0.202
H -2.0094 -2.2050 -0.3604 0.287 -1.808 0.215 0.181
H -2.1742 1.4622 0.7022 0.389 -0.214 -0.074 0.231
H -1.5625 1.2685 -1.0124 -0.377 0.201 1.318 0.188
H 0.0168 2.7477 -0.0551 -1.418 -2.964 2.082 0.361
H 2.0858 1.6993 0.2344 -1.298 -0.837 -0.748 0.223
H 1.1966 1.6454 -1.3928 0.081 -1.498 1.715 0.188
H 3.4480 -0.8422 -0.5298 -2.622 0.340 0.461 0.191
H 2.5631 -2.1306 0.1967 -1.166 -1.068 0.559 0.200
H -0.1206 -2.0519 0.8029 0.965 2.106 -0.463 0.233
H -0.0585 -0.5455 1.8094 0.712 -0.073 -1.299 0.242
N -0.0658 1.7173 0.4268 1.692 3.169 -1.824 -0.630

---

# 2
17
Properties=species:S:1:pos:R:3:forces:R:3:nbo_charge:R:1 method="wB97M-V/def2-TZVPD" total_energy_ha=-686.270318 de_lowest_kcal_mol=63.18 total_charge=+1 orbital_gap_ev=9.0 e_homo_ev=-13.65
C 2.0218 -0.3229 -0.1530 0.292 -0.052 -0.377 -0.255
C 1.6736 0.9745 0.4634 0.194 0.337 -0.110 -0.246
C -2.4054 0.7980 -0.9103 0.080 -0.111 0.046 -0.754
C -1.2516 -0.9814 0.7737 0.465 0.249 -0.210 0.183
N 1.3042 -0.2678 1.1038 -0.770 -0.612 0.561 -0.632
O -1.1079 -1.6372 -0.3359 -0.206 0.143 0.160 -0.594
S -1.9565 0.5229 0.8231 -0.163 -0.126 -0.160 0.529
H 1.4408 -0.6744 -0.9966 -0.028 -0.005 -0.034 0.191
H 3.0534 -0.6473 -0.1626 0.030 0.061 0.097 0.220
H 2.4583 1.5788 0.8976 0.046 -0.079 0.038 0.222
H 0.8500 1.5471 0.0597 -0.109 0.053 -0.032 0.188
H -3.0015 1.7059 -0.9354 0.002 0.020 0.086 0.269
H -2.9902 -0.0443 -1.2640 -0.068 -0.012 -0.039 0.258
H -1.5119 0.9216 -1.5135 0.058 0.020 -0.013 0.253
H -0.9490 -1.3951 1.7271 -0.020 -0.189 -0.050 0.248
H 1.8492 -0.5094 1.9244 0.188 0.154 -0.192 0.384
H -0.7141 -2.5221 -0.2438 0.009 0.148 0.229 0.536

---

# 3
20
Properties=species:S:1:pos:R:3:forces:R:3:nbo_charge:R:1 method="wB97M-V/def2-TZVPD" total_energy_ha=-328.261783 de_lowest_kcal_mol=35.81 smiles="C=NCCCC.O" orbital_gap_ev=10.4 e_homo_ev=-9.43
C 0.0896 -0.3534 2.1017 0.016 0.415 -0.640 -0.616
C 1.2035 -0.9127 1.2221 -0.266 -0.501 0.040 -0.399
C 0.8062 -1.1821 -0.2340 0.579 0.169 -0.765 -0.425
C -0.1969 -0.2668 -0.9447 -0.139 0.230 1.334 -0.265
C 0.7760 1.8753 -0.4101 0.936 0.188 0.614 -0.052
N -0.1014 1.1753 -0.9498 -0.503 0.361 -0.989 -0.418
H 0.3913 -0.2352 3.1401 -0.057 -0.194 0.048 0.214
H -0.1742 0.6368 1.7240 -0.097 0.052 0.185 0.203
H -0.8203 -0.9497 2.0118 0.094 -0.140 0.269 0.207
H 2.0856 -0.2744 1.2308 -0.044 0.169 0.166 0.193
H 1.5377 -1.8706 1.6210 0.093 -0.036 0.154 0.206
H 1.7318 -1.2051 -0.8239 -0.029 0.055 0.028 0.202
H 0.3937 -2.1875 -0.3754 -0.060 0.054 0.306 0.214
H -1.1846 -0.4358 -0.4973 0.009 -0.260 -0.355 0.218
H -0.2288 -0.5140 -1.9967 -0.230 -0.430 -0.239 0.216
H 0.8131 2.9604 -0.5438 -0.369 -0.163 -0.048 0.169
H 1.5684 1.4822 0.2327 0.098 -0.145 -0.113 0.138
H -2.1318 0.7710 -1.9894 -0.183 0.044 0.151 0.482
H -3.5207 1.0639 -2.5244 -0.105 -0.043 0.022 0.466
O -3.0381 0.4224 -1.9948 0.258 0.177 -0.168 -0.952

---

# 4
15
Properties=species:S:1:pos:R:3:forces:R:3:nbo_charge:R:1 method="wB97M-V/def2-TZVPD" total_energy_ha=-2709.023165 de_lowest_kcal_mol=53.50 smiles="OC[C@H](O)CC=[Se]" orbital_gap_ev="8.0 / 8.0" e_homo_ev="-8.36 / -8.36"
C -0.9530 -0.2216 -0.3270 1.540 0.412 0.486 -0.554
C -2.0515 0.1579 0.5743 1.168 -0.313 1.066 -0.314
C 0.4620 -0.5496 0.2392 -1.916 -1.011 1.189 0.085
C 1.5817 0.4865 -0.0835 -2.925 -1.246 -2.502 -0.090
O 0.6097 -1.8613 -0.3261 3.555 -0.362 0.034 -0.716
O 1.0112 1.6823 -0.6184 0.450 0.262 0.375 -0.704
Se -3.7039 0.1010 0.0410 -0.534 0.165 0.451 0.121
H -1.1014 -0.9119 -1.1389 -0.809 -0.444 0.046 0.266
H -0.7869 0.6905 -0.8294 0.012 1.337 -1.073 0.265
H 2.1277 0.6430 0.7731 1.611 0.555 1.790 0.174
H -1.6292 0.5296 1.5782 -1.223 -0.389 -1.235 0.198
H 0.3556 -0.6761 1.3545 0.328 0.197 -0.760 0.151
H 2.1300 -0.0121 -0.8940 0.365 0.646 0.201 0.186
H 1.5994 -2.1057 -0.3403 -2.256 0.410 0.148 0.466
H 0.3485 2.0475 -0.0027 0.636 -0.221 -0.216 0.466

---

# 5
58
Properties=species:S:1:pos:R:3:forces:R:3:nbo_charge:R:1 method="wB97M-V/def2-TZVPD" total_energy_ha=-1333.681704 total_charge=-1 orbital_gap_ev=7.7 e_homo_ev=-5.01
C 2.0278 -3.7580 -1.3048 0.242 0.410 0.630 -0.642
C 2.1587 -2.4479 -0.4256 -0.850 -1.221 0.598 -0.057
O 1.5846 -1.3061 -1.0421 1.494 -0.314 0.678 -0.560
C 2.5765 -0.4156 -1.6091 -1.006 0.504 -1.943 -0.060
C 1.9781 1.0269 -1.6064 0.353 -0.298 -0.605 -0.639
B 1.9809 1.8436 -0.1789 -0.071 0.373 -0.382 0.004
C 2.4913 1.0362 1.1516 -0.001 0.970 1.022 -0.626
C 3.9728 1.4145 1.6138 -0.666 -2.652 0.824 -0.200
C 5.0715 1.0616 0.5514 0.733 1.031 -0.107 -0.623
C 4.2611 0.4675 2.8883 0.579 -0.007 -0.164 -0.616
C 0.4881 2.5227 0.0225 0.508 -0.584 0.815 0.568
F 0.5829 3.5140 1.0697 -0.583 -0.429 -0.879 -0.425
F 0.0604 3.2434 -1.1248 0.047 -0.507 0.981 -0.406
C -0.6081 1.5106 0.4943 -0.864 0.386 -0.611 -0.468
C -2.0976 1.9639 0.1235 0.549 -0.033 0.604 -0.876
Si -3.3561 0.6270 0.7025 1.127 -0.210 0.257 1.623
C -4.7614 1.3375 1.7791 -0.485 -0.227 0.129 -1.121
C -2.3766 -0.5958 1.8303 0.067 -0.189 -0.672 -1.107
C -3.9798 -0.4609 -0.7564 -0.555 -0.371 -0.417 -0.441
C -4.8824 -1.5562 -0.4036 0.354 -0.063 -2.398 -0.214
C -5.3645 -2.4542 -1.4447 1.378 1.668 0.081 -0.226
C -4.9100 -2.2230 -2.8025 0.360 0.771 0.519 -0.232
C -4.0367 -1.1212 -3.1594 -0.100 0.146 2.010 -0.215
C -3.5434 -0.2120 -2.1207 -1.802 -2.248 0.389 -0.200
H 2.2034 -3.4841 -2.3758 -0.171 -0.504 0.859 0.213
H 2.7836 -4.5059 -0.9334 -0.599 0.643 -0.577 0.193
H 1.0211 -4.2217 -1.1411 0.773 0.512 -0.492 0.202
H 1.5648 -2.6450 0.5165 0.606 0.290 -0.777 0.169
H 3.2210 -2.3237 -0.0963 -0.726 0.283 -0.472 0.167
H 3.5951 -0.5174 -1.1619 -0.974 0.105 0.171 0.168
H 2.6841 -0.7303 -2.6972 0.141 0.153 0.940 0.140
H 0.9211 0.9903 -2.0011 0.966 -0.352 0.102 0.201
H 2.5556 1.6230 -2.3746 -0.530 -0.598 0.624 0.200
H 2.7247 2.7967 -0.3125 0.164 0.348 0.021 -0.054
H 1.8462 1.4040 2.0118 0.583 -0.525 -0.640 0.199
H 2.3534 -0.0768 1.1398 0.317 0.742 -0.082 0.185
H 4.0143 2.4573 2.0037 0.004 -0.611 -0.878 0.202
H 5.9326 1.7818 0.6957 -0.677 -0.747 -0.219 0.194
H 5.5205 0.0391 0.6701 -0.686 0.743 0.019 0.186
H 4.7564 1.1683 -0.5141 -0.013 0.097 0.895 0.219
H 4.2718 1.0385 3.8525 -0.154 -0.530 -0.709 0.191
H 5.2639 -0.0413 2.7844 -0.815 0.605 0.262 0.180
H 3.5145 -0.3717 2.9433 0.560 0.933 0.038 0.203
H -0.4458 0.4904 0.0461 0.275 1.047 0.370 0.220
H -0.5015 1.4307 1.6094 -0.038 0.015 -1.111 0.219
H -2.2598 2.9279 0.6770 -0.138 -0.695 -0.664 0.235
H -2.1640 2.1586 -0.9755 0.079 0.017 0.913 0.235
H -4.7770 2.4563 1.7173 -0.173 -0.981 0.119 0.242
H -4.5934 1.0113 2.8406 -0.068 0.474 -0.863 0.235
H -5.7543 0.9016 1.4793 0.797 0.615 0.200 0.233
H -3.0663 -1.3880 2.2162 0.615 0.647 0.006 0.219
H -1.6042 -1.1059 1.1873 -0.686 0.439 0.694 0.246
H -1.8348 -0.0384 2.6333 -0.589 -0.635 -0.421 0.237
H -5.2096 -1.7190 0.6521 0.387 0.247 -1.010 0.212
H -6.0489 -3.2922 -1.1686 0.704 0.787 -0.486 0.212
H -5.2301 -2.9056 -3.6265 0.211 0.625 0.874 0.208
H -3.7167 -0.9641 -4.2122 -0.348 -0.268 0.888 0.215
H -2.8601 0.6369 -2.3338 -0.605 -0.828 0.048 0.233

---

# 6
99
Properties=species:S:1:pos:R:3:forces:R:3:mulliken_charge:R:1 method="wB97M-V/def2-TZVPD" spin_multiplicity=5 total_energy_ha=-5717.750045 de_lowest_kcal_mol=43.09 total_charge=+1 orbital_gap_ev="6.4 / 5.2" e_homo_ev="-9.71 / -9.52"
O 1.6309 -2.3472 -3.3038 1.244 -1.650 0.292 0.214
O 1.0274 -1.2350 -5.3499 -0.473 0.763 -1.197 -0.058
C 3.1444 -2.7056 -3.2743 -0.570 0.536 -0.570 0.072
C 3.5402 -3.4590 -2.0371 0.120 -0.369 0.134 -1.585
H 3.6374 -1.7283 -3.3609 -0.343 -0.283 0.070 0.351
H 3.3436 -3.3011 -4.1787 -0.177 0.253 0.240 0.296
H 3.1108 -3.0474 -1.1179 0.069 0.013 -0.222 0.187
H 4.6344 -3.4574 -1.9433 -0.230 0.241 -0.120 0.448
H 3.2697 -4.5144 -2.1366 0.014 0.146 0.231 0.512
C 0.7336 -3.4456 -2.7909 -0.001 0.632 0.800 0.754
C 0.0023 -4.0779 -3.9241 0.076 -0.376 -0.704 -1.241
H 0.0841 -2.9574 -2.0476 0.222 -0.044 -0.338 -0.589
H 1.3614 -4.1573 -2.2485 -0.261 0.301 -0.201 0.411
H -0.4851 -3.3275 -4.5627 0.139 -0.422 0.254 0.052
H -0.7587 -4.7659 -3.5425 0.097 0.153 -0.006 0.465
H 0.7098 -4.6748 -4.5249 -0.358 0.216 0.017 0.339
C -0.1489 -0.4385 -5.6939 -0.042 0.370 -0.058 -0.079
C 2.0934 -0.9625 -6.2892 0.237 0.263 0.402 -0.472
C -1.3597 -0.9299 -4.9622 -0.355 -0.099 0.149 -1.459
H -0.3344 -0.5145 -6.7846 0.315 -0.045 0.496 0.561
H 0.0806 0.6154 -5.4527 -0.088 -0.502 -0.064 0.043
H -1.6885 -1.8834 -5.3721 -0.056 -0.061 0.065 0.438
H -2.1906 -0.2291 -5.0913 0.216 -0.004 0.004 0.409
H -1.1859 -1.0370 -3.8892 0.036 0.052 -0.021 0.096
C 2.2521 -2.1558 -7.1854 0.121 -0.348 -0.190 -1.225
H 2.9810 -0.6824 -5.7017 -0.140 -0.292 -0.212 0.264
H 1.8088 -0.0814 -6.8772 0.181 -0.127 0.211 0.525
H 2.1864 -3.1027 -6.6277 0.080 0.310 -0.090 0.199
H 3.2089 -2.1373 -7.7100 -0.113 0.032 -0.069 0.425
H 1.4387 -2.1342 -7.9128 0.120 -0.249 -0.080 0.352
H 1.3524 -2.0791 -4.3050 -0.097 0.668 0.860 0.233
N -0.5503 -0.0906 1.0159 -0.086 0.180 0.128 2.056
C -1.0127 0.6445 2.2169 0.190 -1.024 -0.008 2.317
C -2.3467 1.2412 1.9294 -0.401 0.299 0.346 -2.745
C -2.6789 1.9160 0.7820 0.069 0.353 -0.610 1.950
C -0.9441 -0.2767 3.4308 -0.052 0.407 0.185 -1.719
H 0.0586 -0.7200 3.5058 -0.301 0.042 -0.036 0.297
H -1.6963 -1.0739 3.3417 0.251 0.254 0.126 0.362
H -1.1171 0.3073 4.3399 -0.179 -0.186 0.023 0.556
C -3.9996 2.6365 0.6653 -0.380 -0.057 0.412 -1.591
H -4.5906 2.2914 -0.1951 0.253 0.110 0.164 0.238
H -3.8642 3.7247 0.5666 0.047 -0.353 -0.032 0.204
H -4.5897 2.4528 1.5709 0.074 0.107 -0.223 0.489
N -1.8451 1.9888 -0.2988 -1.227 0.298 -0.183 2.009
C -0.2580 -1.4392 0.9316 0.236 -1.601 -0.085 -1.491
C 1.0892 -1.9116 1.0243 -0.814 0.177 -0.073 1.225
C 2.2474 -0.9771 1.2285 0.334 0.138 0.206 -1.427
C 1.3261 -3.2819 0.9350 0.074 -0.106 -0.068 -0.491
H 2.3581 -3.6431 1.0357 -0.462 0.088 0.041 0.515
C 0.2854 -4.1837 0.7301 0.235 -0.458 -0.097 -1.198
H 0.4985 -5.2599 0.6814 -0.108 0.485 0.043 0.436
C -1.0142 -3.7242 0.5699 -0.225 -0.060 -0.102 -0.884
H -1.8394 -4.4215 0.3686 0.440 0.250 0.143 0.404
C -1.3042 -2.3632 0.6535 0.674 0.305 0.092 0.795
C -2.7014 -1.8752 0.4396 -0.578 0.009 -0.034 -1.054
C -2.1402 2.7384 -1.4876 -0.514 0.076 -0.310 -1.770
C -1.7223 4.0795 -1.6162 0.026 -0.273 -0.342 1.634
C -1.1197 4.8198 -0.4616 0.100 0.198 0.331 -1.085
C -1.8753 4.7319 -2.8477 -0.260 -0.473 -0.029 -1.087
H -1.5190 5.7555 -2.9459 -0.107 -0.167 -0.001 0.425
C -2.4777 4.0856 -3.9301 0.233 0.480 0.063 -1.016
H -2.5952 4.6091 -4.8821 0.059 -0.177 0.306 0.401
C -2.9404 2.7890 -3.7835 -0.121 -0.178 0.123 -1.154
H -3.4351 2.2754 -4.6125 0.109 0.231 0.211 0.414
C -2.8056 2.1088 -2.5721 0.503 0.375 0.323 1.393
C -3.3581 0.7246 -2.4465 -0.099 -0.440 -0.045 -0.573
Co -0.1993 1.1505 -0.2162 -2.057 1.112 1.981 -2.300
H 3.1260 -1.5501 1.5502 -0.178 0.151 0.035 0.593
H 2.0355 -0.2126 1.9873 0.057 -0.145 -0.187 0.211
H 2.5478 -0.4440 0.3128 -0.235 -0.095 0.223 0.080
H -2.7911 -1.1980 -0.4263 0.194 -0.112 0.398 0.002
H -3.0813 -1.3285 1.3162 0.081 -0.121 -0.314 0.267
H -3.3655 -2.7275 0.2458 0.099 0.196 0.123 0.500
H -0.7801 5.8062 -0.7986 0.006 -0.201 0.155 0.458
H -0.2782 4.2808 -0.0055 -0.269 0.126 -0.095 0.090
H -1.8626 4.9842 0.3344 0.184 -0.078 -0.174 0.274
H -4.1126 0.6506 -1.6494 0.284 -0.037 -0.145 0.353
H -2.5682 -0.0140 -2.2420 -0.188 0.191 0.108 -0.526
H -3.8418 0.4308 -3.3858 0.035 0.046 0.205 0.595
H -3.0802 1.2373 2.7362 0.195 0.000 -0.166 0.226
C 0.8271 0.8613 -1.5928 2.438 -1.801 -4.247 2.079
Si 1.9916 2.0994 -2.4125 -1.170 -0.738 0.800 0.294
H 0.1483 0.4702 -2.3933 0.066 0.318 0.277 -0.967
H 1.3292 -0.0624 -1.2638 0.338 0.118 -0.056 -0.442
C 3.4851 1.0683 -2.8596 0.613 -0.008 -0.279 -0.747
C 2.3493 3.4441 -1.1726 0.457 0.114 -0.413 -0.913
C 1.0176 2.6573 -3.9113 0.173 0.326 -0.317 -0.651
H 1.0384 3.7455 -4.0228 -0.005 -0.097 -0.156 0.436
H -0.0347 2.3601 -3.8290 0.126 0.108 0.138 -0.203
H 1.4162 2.2050 -4.8281 0.021 0.183 0.063 0.420
H 3.6244 0.2398 -2.1507 -0.035 0.303 -0.021 0.164
H 4.3961 1.6804 -2.8488 -0.025 -0.237 -0.142 0.508
H 3.3727 0.6221 -3.8622 0.047 0.216 0.246 -0.037
H 2.5158 3.0268 -0.1745 0.037 0.073 -0.184 0.248
H 1.5114 4.1445 -1.1106 0.146 -0.074 -0.032 0.156
H 3.2443 3.9862 -1.5010 -0.116 0.136 0.224 0.500
Se 0.5281 2.6776 3.8345 -0.034 0.205 0.310 0.096
C 0.0055 1.8198 2.2692 0.681 0.064 -2.098 -0.778
N 0.4825 2.1639 1.1253 0.057 0.368 2.672 0.240